Record 1
Cl3H7Si4 | ωB97M-V with the def2-TZVPD basis set

As for the LUMO energy (spin up / spin down): -1.506 / -1.732 eV. Its energy above the lowest of the compared OMol25 structures with the same formula, charge and spin is 2.752 eV. The strongest force on any atom comes out at 2.90 eV Å⁻¹. As for the total charge: 0. The calculated total energy is -2542.7173 a.u.

Geometry (Å):
Si: 1.33127 -0.70453 1.69213
Si: 1.85415 -0.17184 -0.56823
Si: 0.35450 1.27925 -1.68189
Si: -2.57724 -0.22869 -0.15638
Cl: -3.51507 0.45614 1.48888
Cl: -2.32560 -2.22153 -0.01512
Cl: -3.95682 0.12565 -1.69121
H: 2.25695 -0.74206 2.96630
H: 0.24953 0.32287 2.25611
H: 0.78034 -1.99944 1.82989
H: 2.26177 -1.28654 -1.35496
H: 2.95991 0.76818 -0.38994
H: -0.10611 1.63353 -3.09548
H: 0.43242 2.76902 -1.28011

---

Record 2
Cl3HO3Si | ωB97M-V with the def2-TZVPD basis set

As for the LUMO energy (spin up / spin down): -2.829 / -2.889 eV. Its energy above the lowest of the compared OMol25 structures with the same formula, charge and spin is 4.929 eV. The strongest force on any atom comes out at 6.68 eV Å⁻¹. As for the total charge: 0. The calculated total energy is -1896.1651 a.u.

Geometry (Å):
O: -0.90904 0.84153 -0.52056
O: -0.02646 -0.23443 2.04936
O: 1.67128 -0.19083 -0.89264
Si: 0.12136 -0.27636 -0.45887
Cl: -2.38971 1.20161 -1.51775
Cl: -1.41225 -0.30042 2.81068
Cl: 2.92873 0.76447 -1.33274
H: 0.01608 -1.80558 -0.13747